Record 1
{"formula": "C2H8N5", "method": "ωB97M-V/def2-TZVPD", "symbols": ["C", "C", "N", "N", "N", "N", "N", "H", "H", "H", "H", "H", "H", "H", "H"], "coordinates": [[-1.13882, 1.39338, 0.25327], [0.48342, 0.26714, 0.47548], [-1.52968, 0.93760, -0.96593], [-0.72326, 0.20934, -1.55204], [0.33893, -0.10288, -0.91501], [0.06233, -0.79355, 1.42993], [1.31745, -0.83347, -1.56935], [-1.94904, 0.99093, 0.84485], [-0.80541, 2.31898, 0.56310], [1.32353, 0.65871, 0.94291], [-0.86249, -0.97275, 1.06599], [0.59685, -1.70840, 1.36941], [1.91433, -0.29005, -2.27905], [0.97626, -1.68385, -2.09594], [-0.00440, -0.39113, 2.43237]], "forces_ev_per_a": [[1.98, -4.21, 2.41], [-4.38, 1.70, -1.66], [0.16, 0.83, -2.79], [-3.19, 0.80, -2.04], [4.17, -1.07, 2.63], [-0.21, -1.13, 0.90], [1.65, -1.05, -1.94], [0.15, 0.16, 1.48], [0.26, 2.38, -0.36], [1.83, 1.31, -0.45], [-0.70, -0.72, 0.68], [-0.37, 1.24, 0.37], [-1.52, -0.56, 1.63], [-0.03, 1.42, 1.09], [0.19, -1.09, -1.94]], "charge": 1, "gap_ev": 9.8, "e_homo_ev": -13.72, "multiplicity": 1}

=====

Record 2
{"formula": "C2H8NO", "method": "ωB97M-V/def2-TZVPD", "symbols": ["O", "H", "C", "N", "C", "H", "H", "H", "H", "H", "H", "H"], "coordinates": [[-1.78502, -0.11670, 1.92719], [-1.90281, -0.11223, 2.88332], [1.26829, -0.52376, 0.09586], [0.35215, 0.60418, -0.05650], [-0.40647, 0.50689, -1.26875], [0.76068, -1.43580, 0.43392], [2.05960, -0.26892, 0.79959], [1.76586, -0.71872, -0.86038], [-0.20344, 0.60260, 0.79949], [-1.14491, -0.31029, -1.26475], [-1.05197, 1.38196, -1.38526], [0.28804, 0.39079, -2.10374]], "forces_ev_per_a": [[0.27, 0.10, -0.17], [0.03, 0.02, -0.02], [-0.12, 0.33, -0.28], [1.38, -0.14, 0.34], [-1.00, -0.09, 0.47], [0.03, -0.07, -0.02], [-0.01, -0.06, 0.23], [-0.02, -0.09, -0.03], [-0.98, 0.01, -0.05], [0.25, -0.39, -0.10], [0.37, 0.24, -0.18], [-0.19, 0.13, -0.19]], "charge": -1, "gap_ev": 6.9, "e_homo_ev": -2.52, "multiplicity": 1}

=====

Record 3
{"formula": "C2H8NO", "method": "ωB97M-V/def2-TZVPD", "symbols": ["C", "O", "C", "H", "H", "H", "H", "H", "N", "H", "H", "H"], "coordinates": [[0.33745, -0.90872, -0.33937], [-0.67814, -0.32048, -1.01010], [-0.08432, -1.49238, 1.01183], [1.18701, -0.20529, -0.13191], [0.81779, -1.74167, -0.92464], [0.76297, -1.92057, 1.56466], [-0.85047, -2.26097, 0.88264], [-0.52339, -0.69183, 1.61468], [-0.20659, 2.39682, -0.38551], [-0.88470, 3.08757, -0.68511], [0.64521, 2.60422, -0.89268], [-0.52280, 1.45331, -0.70449]], "forces_ev_per_a": [[-0.06, 0.09, -0.48], [-0.09, 0.08, -0.06], [-0.01, 0.05, 0.29], [0.05, -0.02, 0.10], [0.01, -0.01, 0.12], [0.03, -0.05, 0.01], [-0.01, -0.04, -0.08], [0.01, -0.01, 0.01], [0.00, 0.21, 0.07], [-0.07, -0.03, -0.07], [0.05, -0.01, -0.06], [0.08, -0.26, 0.14]], "charge": -1, "gap_ev": 7.4, "e_homo_ev": -2.47, "multiplicity": 1}